Entry 1:
ORCA calculation (the ωB97M-V functional and the def2-TZVPD basis) on a cluster of 6 separate species, C12H36O8 in total in a non-equilibrium geometry.

Each line ends with the Mulliken charge.
Element x y z (Å)
O  -0.026  4.897  0.046  -0.491
C  0.983  5.779  -0.454  -0.345
C  2.431  5.096  -0.238  -0.462
O  2.622  4.123  -1.185  -0.521
H  -0.842  5.090  -0.422  0.279
H  0.809  6.293  -1.399  0.353
H  1.063  6.587  0.273  0.249
H  2.594  4.578  0.708  0.301
H  3.054  5.990  -0.249  0.324
H  2.146  3.314  -0.985  0.309
O  0.983  -4.757  4.230  -0.518
C  0.521  -3.696  3.409  -0.294
C  -0.348  -2.623  4.175  -0.391
O  -0.500  -1.460  3.380  -0.492
H  1.470  -4.371  4.961  0.316
H  1.339  -3.080  3.036  0.218
H  0.000  -4.129  2.555  0.292
H  0.084  -2.182  5.074  0.288
H  -1.320  -2.991  4.504  0.306
H  -1.208  -0.927  3.750  0.283
C  0.112  -0.429  -2.153  -0.807
C  1.322  -0.575  -1.212  -0.290
O  1.177  0.414  -0.163  -0.483
H  -0.782  -0.942  -1.798  0.262
H  0.410  -1.000  -3.033  0.336
H  -0.078  0.600  -2.458  0.157
H  2.250  -0.521  -1.782  0.296
H  1.200  -1.554  -0.749  0.275
H  0.786  -0.003  0.608  0.252
C  -4.190  -5.344  -2.657  -0.889
C  -3.943  -6.833  -3.080  -0.325
O  -2.741  -6.956  -3.679  -0.496
H  -3.351  -4.875  -2.143  0.296
H  -5.090  -5.287  -2.044  0.301
H  -4.345  -4.731  -3.545  0.244
H  -4.745  -7.228  -3.704  0.292
H  -3.991  -7.508  -2.225  0.264
H  -2.106  -6.836  -2.969  0.313
C  4.983  -0.510  3.363  -0.951
C  4.044  0.290  4.231  -0.094
O  4.490  0.104  5.588  -0.548
H  4.607  -0.528  2.340  0.272
H  5.094  -1.511  3.782  0.285
H  6.010  -0.147  3.337  0.312
H  2.974  0.086  4.178  0.204
H  4.264  1.336  4.020  0.216
H  4.938  0.876  5.941  0.301
C  -2.638  4.074  -4.461  -0.765
C  -3.516  4.010  -3.244  -0.214
O  -3.670  5.302  -2.600  -0.521
H  -3.318  3.989  -5.308  0.290
H  -1.915  3.290  -4.234  0.153
H  -2.078  5.003  -4.569  0.273
H  -2.987  3.386  -2.523  0.147
H  -4.444  3.485  -3.469  0.354
H  -4.587  5.541  -2.754  0.286

Forces on atoms 1 to 3 (eV/Å):
0.08 0.08 -1.00
1.80 -0.40 3.07
-3.03 0.78 -0.10

Lowest unoccupied orbital energy ... 0.40 eV
ΔE to the lowest compared entry with this formula, charge and spin ... 2.477 eV
M ... 308.41 g mol⁻¹
Maximum force ... 0.0696 hartree/bohr

=====

Entry 2:
ORCA calculation (the ωB97M-V functional and the def2-TZVPD basis) on a structure of composition C12H37AlP3 in a non-equilibrium geometry.

Each line ends with the Mulliken charge.
Element x y z (Å)
Al  0.000  0.000  0.000  0.723
H  -3.361  -0.443  -0.369  0.038
H  -3.363  0.317  -0.364  -0.020
P  0.128  -2.324  -0.253  0.820
P  0.132  2.331  -0.202  0.706
C  0.346  3.305  1.355  -1.134
H  0.526  4.375  1.153  0.532
H  -0.559  3.190  1.975  0.213
H  1.198  2.886  1.916  0.324
C  1.539  2.933  -1.237  -1.219
H  1.433  2.514  -2.250  0.371
H  1.565  4.037  -1.283  0.436
H  2.481  2.558  -0.804  0.358
C  -1.317  3.178  -0.990  -1.302
H  -2.205  3.048  -0.349  0.378
H  -1.126  4.257  -1.133  0.420
H  -1.516  2.709  -1.968  0.345
C  1.635  -2.904  -1.152  -1.277
H  1.648  -4.004  -1.255  0.432
H  1.652  -2.429  -2.146  0.369
H  2.528  -2.574  -0.596  0.346
C  0.161  -3.363  1.277  -1.221
H  -0.796  -3.244  1.810  0.181
H  0.330  -4.431  1.050  0.544
H  0.965  -2.992  1.934  0.337
C  -1.231  -3.119  -1.232  -1.342
H  -1.317  -2.601  -2.201  0.364
H  -1.035  -4.193  -1.402  0.431
H  -2.184  -3.006  -0.688  0.336
H  0.182  -0.006  -1.735  -0.499
H  1.562  -0.004  0.308  -0.342
C  -0.908  -2.114  4.520  -1.249
C  -1.682  -0.947  3.896  -0.666
P  -0.924  -0.158  2.330  0.826
C  -2.387  1.018  2.093  0.455
C  -2.791  1.864  3.305  -1.432
C  0.788  0.210  3.070  -0.579
C  0.773  0.974  4.395  -1.358
H  -0.865  -2.993  3.866  0.280
H  -1.438  -2.439  5.441  0.391
H  0.121  -1.832  4.811  0.268
H  -2.702  -1.310  3.648  0.473
H  -1.768  -0.188  4.692  0.433
H  -2.138  1.716  1.297  -0.829
H  -3.272  0.429  1.788  0.549
H  -1.936  2.454  3.683  0.233
H  -3.591  2.569  2.996  0.415
H  -3.220  1.256  4.122  0.353
H  1.347  -0.741  3.178  0.363
H  1.377  0.828  2.380  0.453
H  0.294  0.409  5.214  0.303
H  1.820  1.172  4.708  0.441
H  0.260  1.948  4.269  0.227

Forces on atoms 1 to 3 (eV/Å):
1.55 -1.00 -2.06
0.00 0.60 -0.11
-0.01 -0.68 -0.15

Lowest unoccupied orbital energy ... -3.10 eV
M ... 301.33 g mol⁻¹
Net charge ... +1
Maximum force ... 0.0538 hartree/bohr

=====

Entry 3:
ORCA calculation (the ωB97M-V functional and the def2-TZVPD basis) on a structure of composition C12H38FN10O6Sr in a non-equilibrium geometry.

Each line ends with the Mulliken charge.
Element x y z (Å)
Sr  22.850  20.712  -14.712  1.694
F  20.505  20.383  -13.828  -0.670
C  21.264  15.801  -16.356  -1.366
C  22.096  17.069  -16.638  0.094
C  21.854  17.678  -18.014  -0.523
O  22.554  16.901  -18.957  -0.349
C  22.412  17.383  -20.268  -0.768
N  21.755  18.070  -15.598  -0.026
H  21.628  15.374  -15.423  0.395
H  21.382  15.063  -17.155  0.406
H  20.186  15.956  -16.362  0.276
H  23.155  16.830  -16.539  0.419
H  22.218  18.713  -18.091  0.295
H  20.770  17.701  -18.188  0.298
H  21.405  17.423  -20.690  0.303
H  23.049  16.729  -20.868  0.279
H  22.858  18.383  -20.380  0.303
H  20.738  18.143  -15.528  -0.128
H  21.939  17.673  -14.676  0.374
C  21.360  22.907  -10.169  -0.953
C  22.171  21.637  -10.284  0.235
C  21.555  20.453  -9.520  -0.674
O  22.518  19.407  -9.582  -0.349
C  22.575  18.525  -8.490  -0.801
N  22.348  21.315  -11.718  -0.203
H  21.947  23.773  -10.490  0.259
H  21.044  23.134  -9.151  0.449
H  20.533  22.932  -10.881  -0.061
H  23.175  21.778  -9.875  0.248
H  20.692  20.069  -10.074  0.203
H  21.336  20.733  -8.489  0.531
H  23.332  18.848  -7.768  0.281
H  22.958  17.549  -8.800  0.251
H  21.591  18.350  -8.053  0.338
H  21.453  21.371  -12.199  -0.204
H  22.576  20.318  -11.646  0.490
C  17.685  21.973  -11.407  0.681
O  18.071  23.112  -11.684  -0.730
N  16.873  21.714  -10.337  -0.476
N  18.075  20.862  -12.089  -0.068
H  16.474  22.549  -9.936  0.265
H  16.341  20.873  -10.221  0.188
H  18.804  20.886  -12.777  -0.105
H  17.737  19.971  -11.776  0.166
C  21.077  23.722  -13.858  0.343
O  22.112  23.077  -14.178  -0.630
N  21.118  24.911  -13.229  -0.338
N  19.865  23.115  -13.865  -0.176
H  22.018  25.300  -13.007  0.239
H  20.257  25.349  -12.963  0.221
H  19.146  23.421  -13.215  0.367
H  19.939  22.103  -13.964  0.105
C  18.385  16.916  -13.998  0.423
O  18.691  16.775  -12.808  -0.705
N  18.705  18.054  -14.654  -0.221
N  17.804  15.936  -14.762  -0.373
H  18.398  18.280  -15.590  0.130
H  19.014  18.799  -14.046  0.063
H  17.520  16.203  -15.684  0.201
H  17.897  14.994  -14.433  0.253
C  17.945  20.536  -16.818  0.480
O  18.639  19.574  -17.176  -0.723
N  18.008  21.119  -15.576  -0.229
N  16.961  21.018  -17.619  -0.423
H  17.523  21.995  -15.548  0.291
H  18.644  20.853  -14.848  0.019
H  16.384  21.796  -17.376  0.152
H  16.920  20.518  -18.491  0.265

Forces on atoms 1 to 3 (eV/Å):
-2.20 0.34 1.01
0.75 0.21 -0.54
0.63 -0.19 -1.06

Lowest unoccupied orbital energy ... -3.79 eV
ΔE to the lowest compared entry with this formula, charge and spin ... 3.423 eV
M ... 525.12 g mol⁻¹
Net charge ... +1
Maximum force ... 0.0476 hartree/bohr

=====

Entry 4:
ORCA calculation (the ωB97M-V functional and the def2-TZVPD basis) on a structure of composition C12H38N10O6Pb in a non-equilibrium geometry.

Each line ends with the Mulliken charge.
Element x y z (Å)
Pb  5.561  -7.545  9.445  1.700
C  -0.106  -5.455  7.591  0.694
O  1.064  -5.739  7.741  -0.716
N  -0.424  -4.300  7.276  -0.354
N  -1.071  -6.300  7.690  -0.380
H  0.303  -3.652  7.009  0.213
H  -1.416  -4.110  7.271  0.169
H  -2.057  -6.096  7.613  0.169
H  -0.825  -7.272  7.811  0.216
C  11.173  -9.618  7.662  0.687
O  9.966  -9.371  7.657  -0.701
N  11.809  -10.255  8.588  -0.352
N  11.954  -9.285  6.634  -0.430
H  12.778  -10.363  8.324  0.165
H  11.303  -10.686  9.349  0.225
H  11.428  -8.754  5.954  0.218
H  12.863  -9.716  6.550  0.196
C  7.931  -11.914  13.525  0.684
O  7.264  -11.307  12.735  -0.679
N  9.065  -11.573  13.976  -0.400
N  7.657  -13.143  13.864  -0.416
H  9.192  -10.603  13.727  0.223
H  9.746  -12.265  14.255  0.220
H  6.817  -13.573  13.503  0.202
H  8.225  -13.673  14.510  0.169
C  1.130  -9.442  13.636  0.670
O  1.893  -8.828  12.888  -0.705
N  1.458  -10.666  14.014  -0.386
N  0.121  -8.861  14.183  -0.377
H  0.915  -11.077  14.761  0.169
H  2.344  -11.096  13.793  0.216
H  -0.532  -9.462  14.664  0.195
H  0.007  -7.875  13.996  0.222
C  6.912  -1.582  7.047  -1.442
C  6.485  -2.693  8.001  0.279
C  5.470  -2.282  9.172  -0.818
O  5.078  -3.384  9.979  -0.254
C  4.296  -2.929  11.069  -0.769
N  5.931  -3.852  7.189  -0.510
H  7.527  -0.911  7.647  0.374
H  6.118  -1.034  6.541  0.372
H  7.563  -1.984  6.270  0.416
H  7.417  -3.012  8.468  0.244
H  4.713  -1.717  8.629  0.412
H  5.953  -1.451  9.686  0.416
H  3.640  -2.133  10.716  0.312
H  4.950  -2.462  11.805  0.319
H  3.689  -3.701  11.542  0.264
H  5.045  -3.622  6.763  0.267
H  6.589  -3.979  6.433  0.285
C  4.406  -10.866  3.860  -1.330
C  3.135  -10.414  4.660  0.334
C  1.950  -11.328  4.483  -0.947
O  0.799  -10.781  5.114  -0.356
C  -0.282  -10.783  4.147  -0.741
N  3.424  -10.629  6.117  -0.670
H  4.714  -11.911  3.891  0.362
H  5.150  -10.100  4.076  0.391
H  4.138  -10.623  2.832  0.359
H  2.794  -9.383  4.573  0.360
H  2.084  -12.289  4.981  0.387
H  1.784  -11.477  3.416  0.445
H  -0.003  -10.465  3.142  0.327
H  -1.042  -10.128  4.572  0.248
H  -0.733  -11.765  3.999  0.319
H  3.932  -11.500  6.171  0.314
H  2.498  -10.988  6.304  0.302

Forces on atoms 1 to 3 (eV/Å):
-0.32 0.40 -0.49
3.47 -3.10 0.78
2.75 -1.46 0.46

Lowest unoccupied orbital energy ... -10.18 eV
ΔE to the lowest compared entry with this formula, charge and spin ... 11.804 eV
M ... 625.70 g mol⁻¹
Net charge ... +2
Maximum force ... 0.1570 hartree/bohr